The following is a quantum chemistry calculation of C4H7NO in the gas phase, from OMol25.

XYZ file:
```
13
Properties=species:S:1:pos:R:3:forces:R:3:mulliken_charge:R:1
O 2.49705 -0.76059 0.01294 0.3 -0.2 0.0 -0.38
N 1.79337 0.43084 0.19602 -0.6 0.2 -0.1 -0.58
C 0.57381 0.27930 -0.10711 0.4 0.1 0.1 0.40
C -0.31378 -0.89890 -0.42728 0.1 -0.2 0.0 -0.46
C -1.46342 -0.07168 0.21479 -0.2 -0.1 0.0 -0.53
C -0.58937 1.21161 0.11214 0.0 0.2 0.0 -0.41
H 3.37660 -0.53123 0.33715 -0.1 -0.1 -0.1 0.37
H -0.44990 -1.05594 -1.50242 0.1 0.1 0.1 0.24
H -0.02698 -1.84564 0.03858 -0.1 0.1 -0.1 0.30
H -2.42541 -0.04564 -0.30278 0.2 -0.1 0.1 0.29
H -1.61520 -0.39004 1.24775 0.0 0.2 -0.1 0.25
H -0.83045 1.78929 -0.78763 0.1 -0.1 0.1 0.22
H -0.52633 1.88860 0.96785 0.0 -0.1 -0.1 0.30
```
Forces are in eV/Å.

## Properties
- orbital gap (eV) = 10.55
- 2S+1 = 1
- charge = 0
- SMILES = ON=C1CCC1
- E_HOMO (Ha) = -0.3469

---

The following is a quantum chemistry calculation of C2H3FS3 in the gas phase, from OMol25.

XYZ file:
```
9
Properties=species:S:1:pos:R:3:forces:R:3:mulliken_charge:R:1
C -0.50423 -0.20773 -0.46849 0.0 0.0 0.1 -0.04
C -1.55389 -0.80168 -1.01920 0.2 0.4 0.0 -0.20
F -2.41137 -1.56014 -0.31958 0.1 0.0 0.1 -0.23
S -0.03022 -0.38815 1.20523 0.4 0.3 0.1 -0.10
S 1.40648 1.31825 1.34981 -0.4 -0.7 0.5 0.04
S 2.76481 1.30941 -0.01833 0.1 0.0 -0.4 -0.27
H 0.16831 0.38691 -1.07581 0.0 -0.1 -0.2 0.23
H -1.82989 -0.71084 -2.05887 0.1 0.0 0.0 0.33
H 1.98999 0.65397 2.40524 -0.4 0.2 -0.3 0.22
```
Forces are in eV/Å.

## Properties
- orbital gap (eV) = 8.02
- 2S+1 = 1
- charge = 0
- E_HOMO (Ha) = -0.3228

---

The following is a quantum chemistry calculation of a molecular structure, C30H48DyP2 in a non-equilibrium geometry, from OMol25.

XYZ file:
```
81
Properties=species:S:1:pos:R:3:forces:R:3:mulliken_charge:R:1
Dy 0.00000 0.00000 0.00000 -1.3 7.3 2.5 -1.93
C -0.93960 -1.75480 0.94260 0.3 -2.5 1.7 0.97
C 0.38390 -2.09120 0.45720 0.0 -2.4 3.0 0.46
C 0.60680 -0.42650 2.07910 -0.9 -2.2 2.5 0.58
C -0.81390 -0.72170 1.92050 1.1 -2.0 2.8 0.46
C 1.33280 -1.28230 1.19610 0.3 -2.2 1.6 0.78
C -2.21120 -2.43880 0.53970 -0.1 0.0 -0.1 -1.46
H -2.13270 -2.86350 -0.46510 -0.1 0.0 0.1 0.29
H -3.05730 -1.74640 0.55270 0.0 -0.1 0.0 0.36
H -2.44060 -3.26280 1.22880 0.0 0.2 -0.1 0.37
C -1.91350 -0.07050 2.70010 -0.1 0.2 -0.1 -1.03
H -2.88860 -0.26810 2.24630 0.1 0.0 0.1 0.30
H -1.77150 1.01420 2.72920 -0.1 -0.1 0.1 0.17
H -1.93870 -0.44400 3.73300 0.0 0.1 -0.2 0.32
C 1.16910 0.57050 3.04390 -0.1 0.1 -0.1 -1.09
H 1.29510 0.12620 4.04070 0.0 0.0 -0.2 0.34
H 0.50300 1.43440 3.13340 0.2 -0.2 0.1 0.17
H 2.14540 0.93350 2.71100 -0.1 0.0 0.1 0.28
C 2.82490 -1.39140 1.10160 0.1 0.0 -0.1 -1.35
H 3.21130 -2.07250 1.87190 0.0 0.2 -0.1 0.37
H 3.30520 -0.41930 1.24310 0.1 -0.1 0.0 0.31
H 3.13340 -1.78650 0.12960 0.0 0.0 0.1 0.30
C 0.72190 -3.22500 -0.46370 0.0 0.2 -0.3 -1.36
H 0.94060 -4.14470 0.09780 -0.1 0.3 -0.1 0.30
H 1.60080 -2.99200 -1.07210 0.0 -0.1 0.0 0.33
H -0.10650 -3.44200 -1.14440 0.1 -0.1 0.1 0.33
C -1.80920 1.52700 -6.87510 0.1 -0.3 0.1 -0.30
C -1.87260 0.19020 -6.89050 0.1 0.3 0.1 -0.53
C -1.03810 -0.81380 -7.64200 0.1 0.0 -0.1 -0.56
C 0.31410 -0.32900 -8.20990 -0.1 0.0 0.0 -0.97
C 1.25190 0.18770 -7.14540 -0.1 0.2 0.2 -0.18
C 1.31130 1.40870 -6.60080 -0.1 -0.4 -0.1 -0.53
C 0.48460 2.63730 -6.87670 -0.1 0.0 -0.2 -0.49
C -0.85830 2.43800 -7.61350 0.1 0.0 0.0 -0.98
H -1.63800 -1.23370 -8.46470 0.1 0.1 0.2 0.36
H 0.14690 0.41470 -8.99100 0.1 -0.2 0.1 0.34
H -0.84630 -1.65730 -6.96400 0.0 0.1 -0.1 0.27
H -0.67820 2.08780 -8.63150 -0.1 0.1 0.2 0.36
H -2.51710 2.03810 -6.22210 0.0 -0.1 -0.1 0.38
H -2.64290 -0.26460 -6.26640 0.0 0.1 -0.1 0.59
H -1.32860 3.42350 -7.71190 0.1 -0.2 0.0 0.40
H 0.28110 3.12210 -5.91160 0.0 0.0 -0.1 0.24
H 2.07100 1.55910 -5.83270 0.0 0.0 -0.1 0.47
H 1.09480 3.35990 -7.44120 -0.1 -0.1 0.1 0.42
H 0.78870 -1.18480 -8.70440 -0.1 0.2 0.1 0.40
H 1.95210 -0.55160 -6.75550 0.0 0.1 -0.1 0.36
P -1.20820 0.29930 -1.90620 -6.6 0.5 -7.7 1.38
C -2.83150 1.15950 -1.94080 0.1 0.1 -0.1 -1.31
C -1.49200 -1.07500 -3.09970 0.2 0.1 -0.3 -1.01
P 1.36640 0.83350 -1.61890 7.0 3.5 -6.3 1.26
C 0.01560 1.40750 -2.75740 -0.1 -0.1 1.3 -0.98
C 2.41300 -0.26520 -2.66340 -0.1 0.0 -0.2 -1.16
C 2.48810 2.26340 -1.34770 -0.1 0.0 0.0 -1.32
H -2.80720 1.93350 -1.16950 -0.1 0.0 -0.2 0.34
H -3.61900 0.44010 -1.69410 0.1 0.1 0.0 0.43
H -3.03900 1.60080 -2.92160 0.0 -0.1 0.2 0.36
H -1.63670 -0.69740 -4.11790 0.1 -0.1 0.1 0.09
H -2.38410 -1.63330 -2.79970 0.1 0.1 0.1 0.45
H -0.63930 -1.75840 -3.08210 -0.1 0.0 -0.1 0.30
H 2.76090 2.75300 -2.28880 -0.1 -0.1 0.1 0.44
H 3.39600 1.91150 -0.84690 -0.1 0.0 -0.1 0.41
H 1.97050 2.96360 -0.68720 0.1 0.0 -0.2 0.26
H -0.22860 2.44100 -2.49010 0.0 -0.1 0.0 0.48
H 0.15550 1.31460 -3.83980 0.0 -0.4 0.2 0.45
H 3.36890 -0.43670 -2.15900 -0.2 0.0 0.0 0.42
H 2.60600 0.18070 -3.64530 -0.1 -0.1 0.1 0.33
H 1.91690 -1.23040 -2.79250 0.1 0.0 -0.1 0.24
C -0.78040 2.37200 0.54420 0.5 0.1 0.5 -0.80
C -0.39510 3.22130 1.74290 -0.3 -0.1 -0.4 0.11
C -1.40060 3.65360 2.63630 0.8 0.2 0.3 -0.13
C -1.08560 4.45170 3.73840 0.4 -0.3 -0.3 -0.79
C 0.23440 4.83800 3.96590 0.0 -0.1 -0.1 -0.55
C 1.24020 4.42750 3.09020 -0.5 -0.2 -0.2 -0.90
C 0.93040 3.62800 1.98400 -0.8 0.6 0.9 -0.04
H -1.86920 2.22800 0.62180 0.1 0.1 -0.3 0.38
H -0.57610 2.98610 -0.35150 -0.2 -0.1 0.0 0.39
H -2.43600 3.37540 2.48330 0.0 -0.1 -0.2 0.36
H -1.86810 4.77110 4.41470 0.0 0.0 0.0 0.41
H 0.47650 5.45620 4.82040 0.0 0.0 0.0 0.40
H 2.26450 4.72790 3.26980 0.0 0.0 0.0 0.42
H 1.73460 3.32370 1.34560 0.2 -0.2 -0.3 0.26
```
Forces are in eV/Å.

## Properties
- orbital gap (spin up / spin down) (eV) = 6.11 / 6.19
- 2S+1 = 6
- <S²> = 9.327
- charge = +1
- E_HOMO (spin up / spin down) (Ha) = -0.3623 / -0.3585

---

The energy relative to the best compared isomer or geometry (same formula, charge and spin) results, record by record, are as follows: 285.14, 85.94, 704.12 kJ/mol.